Model i:
Here is an isolated ion of composition C4H9N4 and charge +1 from OMol25. Energies are from wB97M-V/def2-TZVPD.

lowest unoccupied orbital energy = -2.884 eV
Kohn-Sham gap = 9.7 eV
SMILES = Cc1cn(N)c(=[NH2+])[nH]1
charge = +1
highest occupied orbital energy = -12.62 eV

Element x y z (Å)
C1 -2.5540 0.0323 -0.0191
C2 -1.0656 0.0405 0.0615
C3 -0.2008 1.0674 0.0719
N1 1.0777 0.5656 -0.0601
N2 2.1320 1.3641 -0.0046
C4 1.0348 -0.8110 0.0024
N3 2.1209 -1.5599 0.0351
N4 -0.2751 -1.1034 -0.0224
H1 -2.9850 -0.3718 -0.9728
H2 -3.1374 -0.5252 0.7980
H3 -2.8719 1.0053 0.0838
H4 -0.4341 2.1200 -0.1019
H5 1.9838 2.3010 0.2972
H6 2.9333 1.1986 -0.5415
H7 2.9610 -1.1086 0.3452
H8 2.1355 -2.4200 -0.5398
H9 -0.5785 -2.0795 0.1948

=====

Model ii:
Here is an isolated ion of composition C4H9N4 and charge +1 from OMol25. Energies are from wB97M-V/def2-TZVPD.

lowest unoccupied orbital energy = -4.416 eV
Kohn-Sham gap = 7.5 eV
SMILES = C=[N+](C)NC(N)=C=N
charge = +1
highest occupied orbital energy = -11.90 eV

Element x y z (Å)
C1 0.6505 -1.5849 -0.6266
N1 1.0076 -0.5740 0.0609
C2 2.3455 0.0007 0.3043
N2 0.1614 0.4513 0.3841
C3 -1.2218 0.4762 0.1624
N3 -1.5762 1.7634 -0.3644
C4 -2.1030 -0.5627 0.3364
N4 -2.8147 -1.5265 0.3554
H1 1.3488 -2.2536 -1.1129
H2 -0.6224 -1.8687 -0.3362
H3 2.5289 0.0815 1.3950
H4 3.1299 -0.5730 -0.1761
H5 2.3855 0.9093 -0.2093
H6 0.6673 1.3177 0.4292
H7 -1.5928 2.4978 0.3071
H8 -2.5843 1.6528 -0.6850
H9 -3.2492 -1.9765 1.1857

=====

Model iii:
Here is an isolated ion of composition C4H9N4 and charge +1 from OMol25. Energies are from wB97M-V/def2-TZVPD.

lowest unoccupied orbital energy = -4.373 eV
Kohn-Sham gap = 9.6 eV
SMILES = CNC[n+]1ccn[nH]1
charge = +1
highest occupied orbital energy = -14.02 eV

Element x y z (Å)
C1 -2.6846 -0.5928 0.1595
N1 -1.3481 -0.6000 -0.4655
C2 -0.4333 0.7603 0.1287
N2 0.9523 0.3806 0.0572
C3 2.1299 1.0237 -0.0781
C4 3.0824 0.0259 -0.1027
N3 2.4764 -1.1705 0.0448
N4 1.2296 -0.9487 0.1282
H1 -3.3796 0.3002 -0.2262
H2 -3.3231 -1.4802 -0.1100
H3 -2.7747 -0.6084 1.3061
H4 -1.3845 -0.6679 -1.4946
H5 -0.6302 1.7785 -0.4725
H6 -0.7561 1.0527 1.1177
H7 2.3247 2.1418 0.1113
H8 4.1293 0.0834 -0.0875
H9 0.3898 -1.4786 -0.0164

=====

In order of decreasing stability: model i, model iii, model ii.

=====

Model i:
Here is C5H14NS as an isolated structure from OMol25. Energies are from wB97M-V/def2-TZVPD.

lowest unoccupied orbital energy = -3.554 eV
Kohn-Sham gap = 10.3 eV
charge = +1
highest occupied orbital energy = -13.83 eV

Element x y z (Å)
C1 1.2462 -0.5187 1.7581
C2 -0.0917 0.5933 -1.8410
C3 -0.9283 -1.2961 -0.2528
C4 -0.8856 1.0019 0.5270
C5 1.4254 -0.2805 0.2950
N1 -0.3522 0.1355 -0.4419
S1 2.1492 1.2892 0.0035
H1 0.4430 0.1364 2.2783
H2 2.1669 -0.2152 2.2370
H3 0.9380 -1.5007 2.0045
H4 -1.0244 0.6336 -2.4455
H5 0.2840 1.5732 -1.8726
H6 0.5498 -0.1184 -2.3916
H7 -0.8242 -1.5166 0.7379
H8 -2.0045 -1.1668 -0.4903
H9 -0.5495 -2.0259 -1.0332
H10 -0.1847 1.8237 0.5266
H11 -1.7758 1.4260 0.1368
H12 -1.0383 0.4805 1.4233
H13 1.9254 -1.1045 -0.2077
H14 2.3773 1.1018 -1.3160

=====

Model ii:
Here is an isolated ion of composition C5H14NS and charge +1 from OMol25. Energies are from wB97M-V/def2-TZVPD.

lowest unoccupied orbital energy = -2.803 eV
Kohn-Sham gap = 10.9 eV
SMILES = C[C@H](S)[N+](C)(C)C
charge = +1
highest occupied orbital energy = -13.70 eV

Element x y z (Å)
C1 -1.0213 -1.8077 -0.0756
C2 -0.9465 -0.3056 0.4662
S1 -2.4638 0.5930 0.0019
N1 0.3522 0.3789 -0.0621
C3 0.3820 1.6797 0.6117
C4 1.4455 -0.5094 0.2804
C5 0.1952 0.5799 -1.4734
H1 -0.5917 -2.0293 -1.0300
H2 -2.0289 -2.2269 -0.0517
H3 -0.3276 -2.3723 0.6410
H4 -0.8350 -0.3890 1.5484
H5 -3.0330 0.7385 1.1369
H6 -0.4254 2.2395 0.2515
H7 0.5066 1.7212 1.6858
H8 1.3026 2.1149 0.4717
H9 1.2830 -1.4977 -0.2570
H10 2.3723 -0.2114 -0.2490
H11 1.4548 -0.6800 1.3892
H12 -0.7580 1.0610 -1.6451
H13 1.0807 1.0401 -1.9629
H14 0.1531 -0.4493 -1.8009

=====

In order of decreasing stability: model ii, model i.

=====

Model i:
Here is a 2-piece molecular cluster, C5H14NS overall from OMol25. Energies are from wB97M-V/def2-TZVPD.

lowest unoccupied orbital energy = -4.964 eV
Kohn-Sham gap = 8.0 eV
charge = +1
highest occupied orbital energy = -12.96 eV

Element x y z (Å)
C1 1.0512 -2.1125 0.7798
C2 2.3525 -0.0575 0.3546
N1 1.5836 -1.0095 -0.0620
H1 1.6960 -2.9610 0.5903
H2 -0.0106 -2.3287 0.5359
H3 1.0897 -1.8329 1.8245
H4 2.7347 -0.0378 1.3934
H5 2.5286 0.7902 -0.2594
H6 1.0392 -1.0059 -0.9345
C3 -1.6273 0.7324 -1.9185
C4 -0.8241 1.3726 -0.7587
C5 -1.1513 0.7461 0.5516
S1 -0.0329 1.2253 1.9243
H7 -2.0917 1.4760 -2.5194
H8 -2.4450 0.0381 -1.5644
H9 -0.9744 0.1145 -2.5776
H10 0.2768 1.2720 -0.9136
H11 -1.1131 2.4330 -0.7314
H12 -1.1590 -0.3275 0.4747
H13 -2.2256 1.0307 0.9390
H14 -0.6970 0.4422 2.8716

=====

Model ii:
Here is a 2-piece molecular cluster, C5H14NS overall from OMol25. Energies are from wB97M-V/def2-TZVPD.

lowest unoccupied orbital energy = -4.797 eV
Kohn-Sham gap = 7.1 eV
charge = +1
highest occupied orbital energy = -11.88 eV

Element x y z (Å)
C1 -3.6542 -0.9734 0.1757
C2 -1.7965 0.4705 -0.5071
N1 -2.2539 -0.6513 -0.1288
H1 -3.7693 -1.0779 1.2548
H2 -3.8819 -1.9302 -0.2918
H3 -4.2996 -0.1881 -0.2084
H4 -2.4586 1.3236 -0.5615
H5 -0.7841 0.5283 -0.8795
H6 -1.6057 -1.4286 -0.0177
C3 1.3909 -0.8267 -1.3607
C4 2.2197 -0.0123 -0.3952
S1 1.3350 1.4110 0.3491
C5 2.4406 1.6497 1.7591
H7 2.0265 -1.5437 -1.8828
H8 0.9016 -0.2410 -2.1411
H9 0.6161 -1.4031 -0.8511
H10 3.1021 0.3838 -0.8770
H11 2.5259 -0.6357 0.4469
H12 2.4821 0.7516 2.3606
H13 3.4369 1.9277 1.4143
H14 2.0263 2.4658 2.3420

=====

In order of decreasing stability: model ii, model i.

=====

Model i:
Here is a 3-piece molecular cluster, C2H10N4O overall from OMol25. Energies are from wB97M-V/def2-TZVPD.

lowest unoccupied orbital energy (spin up / spin down) = 0.879 / 0.730 eV
Kohn-Sham gap (spin up / spin down) = 8.4 / 8.0 eV
highest occupied orbital energy (spin up / spin down) = -7.55 / -7.29 eV

Element x y z (Å)
C1 0.5925 0.3179 0.5042
C2 -0.5478 -0.9119 -1.2719
N1 -0.4555 -0.4141 0.0955
N2 -1.6767 1.1798 0.2125
N3 1.4671 -1.4845 0.7519
N4 1.3777 1.0998 -0.2919
O1 -1.9228 1.4877 1.5660
H1 -2.5592 0.8065 1.8287
H2 -1.2402 2.0465 -0.1197
H3 0.5949 0.6064 1.5501
H4 0.9137 -2.0943 1.3527
H5 1.7125 -2.0020 -0.0926
H6 2.2347 1.4722 0.0867
H7 1.3026 1.0387 -1.2957
H8 -1.3222 -0.3393 -1.7887
H9 0.3752 -0.8502 -1.8595
H10 -0.8462 -1.9593 -1.2284

=====

Model ii:
Here is a 2-piece molecular cluster, C2H10N4O overall from OMol25. Energies are from wB97M-V/def2-TZVPD.

lowest unoccupied orbital energy = 0.790 eV
Kohn-Sham gap = 9.7 eV
highest occupied orbital energy = -8.90 eV

Element x y z (Å)
C1 2.2344 0.0479 -0.2396
C2 -1.1790 -0.0681 0.9969
N1 -2.2622 -0.8051 0.3927
N2 1.2722 0.4304 1.9239
N3 -0.0080 -0.0704 0.1533
N4 1.1088 0.1557 0.6980
O1 -0.8595 1.3033 -3.2069
H1 1.8448 0.0917 -1.2538
H2 2.9401 0.8623 -0.0691
H3 2.7375 -0.9086 -0.0873
H4 -0.9443 -0.5035 1.9768
H5 -1.5046 0.9677 1.1609
H6 -2.4669 -0.4258 -0.5247
H7 -1.6386 1.8197 -2.9856
H8 2.2532 0.5482 2.1637
H9 -1.9848 -1.7731 0.2656
H10 -0.6144 0.8247 -2.4087

=====

Model iii:
Here is C2H10N4O as an isolated structure from OMol25. Energies are from wB97M-V/def2-TZVPD.

lowest unoccupied orbital energy = 0.528 eV
Kohn-Sham gap = 7.5 eV
highest occupied orbital energy = -7.01 eV

Element x y z (Å)
C1 -0.3390 -1.5478 -0.1480
N1 0.1015 -0.1519 -0.1932
N2 1.0576 0.1883 0.7684
C2 -1.8387 1.6238 1.5094
N3 -2.0633 1.1875 0.3432
H1 0.9844 -0.3947 1.5983
H2 1.9941 0.0354 0.3768
H3 0.4765 -2.2266 -0.4159
H4 -0.7643 -1.7771 0.8336
H5 -1.1594 -1.6853 -0.8555
H6 -0.8246 1.5622 1.9561
H7 -2.6318 2.0768 2.1275
N4 0.7663 0.1806 -1.7500
O1 2.1879 -0.0855 -1.7029
H8 2.5471 0.8078 -1.8294
H9 0.4412 -0.5580 -2.3836
H10 -0.9354 0.7646 -0.2346

=====

In order of decreasing stability: model ii, model i, model iii.